Entry 1:
DFT (ωB97M-V/def2-TZVPD) results for an isolated ion of composition C3H5O2 and charge +1 at a distorted geometry.

Each line ends with the Mulliken charge.
Positions of all 10 atoms, in Å:
C1 0.596 -1.866 -0.462  -0.038
C2 -0.624 0.228 0.171  0.772
C3 -0.197 1.623 0.461  -0.878
O1 -1.505 -0.487 0.124  -0.252
O2 0.738 -0.682 -0.491  -0.215
H1 1.468 -2.330 -1.017  0.295
H2 -0.378 -2.347 -0.201  0.316
H3 -1.084 2.238 0.443  0.324
H4 0.429 1.897 -0.410  0.334
H5 0.557 1.725 1.381  0.341

Atomic forces in eV per Å
0.7730 -2.5692 -2.3833
0.5196 0.6249 0.2356
2.4459 -0.5753 0.2762
-1.3914 -0.0685 0.3870
0.4405 3.3425 0.9785
-1.1106 -0.6488 1.1249
0.7940 0.1146 0.2997
-0.1633 0.1729 0.5542
-0.2329 0.0174 0.2994
-2.0748 -0.4104 -1.7722

Computed properties:
Maximum force   3.59 eV/Å
Energy above the lowest of the compared OMol25 structures with the same formula, charge and spin   26.3 kcal per mole
Orbital gap   0.4234 hartree
LUMO   -5.52 eV
Net charge   +1
E_tot   -267.44624 Eh


Entry 2:
DFT (ωB97M-V/def2-TZVPD) results for a 2-piece molecular cluster, C3H5O2S overall at a distorted geometry.

Each line ends with the Mulliken charge.
Positions of all 11 atoms, in Å:
C1 -0.373 -0.238 -1.466  -0.120
C2 -0.874 0.896 -1.023  -0.115
C3 0.513 -1.232 -1.019  -0.798
O1 1.141 1.105 2.807  -0.556
O2 -1.205 1.558 3.348  -0.572
S1 -0.109 1.751 2.360  0.197
H1 -0.632 -0.536 -2.542  0.147
H2 -0.863 1.175 0.073  0.035
H3 1.537 -0.884 -1.163  0.229
H4 0.360 -1.334 0.071  0.257
H5 0.505 -2.261 -1.446  0.295

Atomic forces in eV per Å
-3.1062 1.6576 -4.8091
0.7095 -1.4748 1.9671
2.5227 -2.3335 3.1978
1.3340 -0.5085 0.0655
-0.7612 0.1126 0.2780
-0.5567 0.4051 -0.1654
-0.1181 0.9820 0.8240
-0.1580 0.5112 -1.2232
0.2280 -0.0445 0.1336
0.5329 -0.2174 -0.1847
-0.6270 0.9101 -0.0835

Computed properties:
Maximum force   5.96 eV/Å
Energy above the lowest of the compared OMol25 structures with the same formula, charge and spin   6.0 kcal per mole
Orbital gap (spin up / spin down)   0.1904 / 0.2712 hartree
Spin multiplicity   3
LUMO (spin up / spin down)   3.73 / 2.65 eV
Net charge   -1
E_tot   -665.86911 Eh


Entry 3:
DFT (ωB97M-V/def2-TZVPD) results for a 2-piece molecular cluster, C3H5O2S2 overall at a distorted geometry.

Each line ends with the Mulliken charge.
Positions of all 12 atoms, in Å:
C1 0.771 0.728 -0.091  0.662
C2 1.407 -0.560 -0.507  -1.071
C3 -0.052 0.572 1.050  -1.054
O1 0.808 1.749 -0.790  -0.713
O2 -1.817 -1.185 -1.124  -0.484
S1 -3.518 0.035 0.720  -0.476
S2 -1.988 0.131 -0.560  0.464
H1 2.425 -0.707 0.006  0.311
H2 0.979 -1.501 -0.223  0.315
H3 1.728 -0.393 -1.531  0.312
H4 -0.273 -0.353 1.433  0.454
H5 -0.469 1.483 1.618  0.279

Atomic forces in eV per Å
-1.3387 -0.2441 0.6673
3.5302 0.2860 0.0429
-1.6640 3.5430 -0.2716
0.8127 -0.1097 0.0509
0.8942 -1.5260 -0.9379
0.7593 0.4433 -0.4750
-1.0549 1.4348 2.1344
-1.0581 0.7351 -0.2962
-1.0866 -0.2165 -0.4511
-0.4337 -0.7573 -0.4751
0.0025 -2.0882 1.1705
0.6372 -1.5002 -1.1590

Computed properties:
Maximum force   3.92 eV/Å
Energy above the lowest of the compared OMol25 structures with the same formula, charge and spin   47.7 kcal per mole
Orbital gap (spin up / spin down)   0.2544 / 0.2542 hartree
LUMO (spin up / spin down)   3.34 / 3.34 eV
Net charge   -1
E_tot   -1064.16273 Eh


Entry 4:
DFT (ωB97M-V/def2-TZVPD) results for a 2-piece molecular cluster, C3H5O2Se overall at a distorted geometry.

Each line ends with the Mulliken charge.
Positions of all 11 atoms, in Å:
C1 -0.158 -1.825 -0.074  0.473
C2 -0.765 1.297 -0.919  -0.678
C3 0.923 -0.187 1.114  -0.867
O1 -1.279 -1.612 0.233  -0.402
O2 0.680 -2.405 -0.688  -0.467
Se1 0.456 1.598 0.616  -0.126
H1 -1.274 0.463 -0.388  0.132
H2 -1.353 2.242 -1.036  0.292
H3 -0.126 1.043 -1.726  0.219
H4 1.892 -0.470 0.652  0.196
H5 1.004 -0.145 2.216  0.226

Atomic forces in eV per Å
0.9891 1.1115 0.8890
-0.4394 0.3200 2.3911
0.7115 -1.0352 -0.7586
-1.0811 -0.6112 -0.1765
-0.1052 0.0248 0.0772
0.3738 0.9664 0.0457
-0.3385 0.5703 -1.4885
0.3790 -1.0393 -0.1117
0.0028 -0.3190 -0.9345
-0.3088 0.4025 0.4949
-0.1831 -0.3909 -0.4279

Computed properties:
Maximum force   2.45 eV/Å
Energy above the lowest of the compared OMol25 structures with the same formula, charge and spin   30.3 kcal per mole
Orbital gap   0.2278 hartree
LUMO   3.59 eV
Net charge   -1
E_tot   -2669.21262 Eh


Entry 5:
DFT (ωB97M-V/def2-TZVPD) results for a 2-piece molecular cluster, C3H5O3 overall at a distorted geometry.

Each line ends with the Mulliken charge.
Positions of all 11 atoms, in Å:
C1 -2.168 0.055 -1.189  -0.775
C2 -1.026 0.124 -0.509  0.085
O1 0.024 -0.773 -0.761  -0.562
H1 -2.884 0.866 -1.122  0.234
H2 -2.328 -0.799 -1.729  0.288
H3 -0.830 0.629 0.462  0.234
H4 0.869 -0.154 -0.396  0.474
O2 1.960 0.811 0.333  -0.734
C3 2.089 0.015 1.363  0.157
O3 2.575 0.241 2.453  -0.589
H5 1.718 -1.016 1.095  0.188

Atomic forces in eV per Å
0.4003 2.2487 1.6042
1.7234 -2.0572 0.8550
0.3039 2.8613 1.0924
-0.2687 -0.4299 0.3109
-0.4172 -1.6107 -2.0126
-0.2537 0.7461 -1.2424
-1.1267 -1.1551 -0.6901
-0.5342 -1.2925 1.0748
-0.1852 0.4191 -2.3685
0.2419 0.1689 0.7502
0.1161 0.1013 0.6260

Computed properties:
Maximum force   3.08 eV/Å
Energy above the lowest of the compared OMol25 structures with the same formula, charge and spin   22.3 kcal per mole
Orbital gap   0.3269 hartree
LUMO   4.10 eV
Net charge   -1
E_tot   -343.05252 Eh


Entry 6:
DFT (ωB97M-V/def2-TZVPD) results for a 2-piece molecular cluster, C3H5O3 overall.

Each line ends with the Mulliken charge.
Positions of all 11 atoms, in Å:
C1 2.127 -0.275 -1.832  -0.870
C2 1.120 -0.099 -0.980  0.138
O1 0.964 0.965 -0.213  -0.559
H1 2.171 -1.182 -2.412  0.255
H2 2.890 0.488 -1.949  0.262
H3 0.357 -0.858 -0.857  0.193
H4 0.050 0.935 0.273  0.499
O2 -1.340 0.882 0.839  -0.712
C3 -1.767 -0.265 1.148  0.066
O3 -1.186 -1.350 1.072  -0.620
H5 -2.851 -0.281 1.416  0.348

Atomic forces in eV per Å
0.2909 0.1548 -0.1743
-0.2730 -0.0944 0.1563
-0.0216 0.5071 0.2374
0.0915 -0.0819 -0.0888
0.0128 -0.1062 -0.0504
-0.1626 -0.1927 0.0202
0.2140 -0.1910 -0.1671
0.0742 0.2512 0.2411
-0.3280 -0.1049 -0.7317
0.1240 -0.1484 0.2423
-0.0225 0.0063 0.3150

Computed properties:
Maximum force   0.81 eV/Å
Energy above the lowest of the compared OMol25 structures with the same formula, charge and spin   0.5 kcal per mole
Orbital gap   0.3236 hartree
LUMO   4.39 eV
Net charge   -1
E_tot   -343.08735 Eh


Entry 7:
DFT (ωB97M-V/def2-TZVPD) results for an isolated ion of composition C3H5O3 and charge -1 at a distorted geometry.

Each line ends with the Mulliken charge.
Positions of all 11 atoms, in Å:
O1 0.337 -0.094 2.041  -0.750
C1 -0.495 0.293 1.126  0.387
O2 -1.337 1.196 1.223  -0.705
C2 -0.425 -0.427 -0.260  -0.416
C3 0.547 0.207 -1.284  -0.214
O3 1.189 -0.866 -2.267  -0.589
H1 -0.290 -1.544 -0.068  0.282
H2 -1.429 -0.308 -0.585  0.232
H3 1.544 0.536 -0.836  0.239
H4 0.129 0.701 -2.090  0.229
H5 0.767 -1.711 -1.887  0.306

Atomic forces in eV per Å
-1.3700 0.3649 -1.9506
2.2162 -0.4167 2.0565
-0.3522 0.1560 -0.2785
0.4574 -0.5534 0.3056
3.3543 -3.6611 0.6933
-2.0556 -1.7195 2.3209
0.4500 1.3634 -0.3894
-0.8941 -0.0367 -0.8296
-1.9408 0.4787 -0.3300
-1.0802 2.2820 -0.4930
1.2150 1.7425 -1.1051

Computed properties:
Maximum force   5.01 eV/Å
Energy above the lowest of the compared OMol25 structures with the same formula, charge and spin   24.5 kcal per mole
SMILES   O=C([O-])CCO
Orbital gap   0.2957 hartree
LUMO   4.01 eV
Net charge   -1
E_tot   -343.04897 Eh


Entry 8:
DFT (ωB97M-V/def2-TZVPD) results for an isolated ion of composition C3H5O3 and charge -1.

Each line ends with the Mulliken charge.
Positions of all 11 atoms, in Å:
O1 -1.974 0.066 -0.099  -0.724
C1 -1.003 -0.001 0.683  0.446
O2 -0.894 0.433 1.851  -0.720
C2 0.299 -0.609 0.094  -0.410
C3 1.094 0.415 -0.688  -0.447
O3 2.079 -0.245 -1.515  -0.513
H1 0.089 -1.461 -0.562  0.310
H2 0.920 -0.977 0.911  0.233
H3 0.465 1.028 -1.311  0.338
H4 1.583 1.072 0.048  0.204
H5 2.319 0.372 -2.216  0.283

Atomic forces in eV per Å
-0.1081 -0.1007 -0.0159
0.2898 0.4285 -0.0985
-0.1482 -0.0723 0.0914
0.1829 -0.5100 -0.1862
0.2965 -0.1285 0.6252
0.0842 0.2036 -0.0511
-0.2039 0.1774 -0.0550
0.0556 -0.0123 0.0820
-0.5218 0.1577 -0.3031
0.0808 -0.0030 -0.2649
-0.0077 -0.1404 0.1761

Computed properties:
Maximum force   0.70 eV/Å
Energy above the lowest of the compared OMol25 structures with the same formula, charge and spin   2.3 kcal per mole
SMILES   O=C([O-])CCO
Orbital gap   0.2794 hartree
LUMO   3.66 eV
Net charge   -1
E_tot   -343.08444 Eh


Entry 9:
DFT (ωB97M-V/def2-TZVPD) results for a 2-piece molecular cluster, C3H5O3 overall at a distorted geometry.

Each line ends with the Mulliken charge.
Positions of all 11 atoms, in Å:
C1 -1.166 2.108 -0.515  -0.088
C2 0.482 -0.026 2.523  0.846
C3 1.962 -1.256 0.952  -0.502
O1 -1.087 1.125 0.223  -0.423
O2 0.880 -0.919 1.814  -0.152
O3 0.061 0.854 3.113  -0.108
H1 -0.998 3.104 -0.084  0.251
H2 -1.639 1.933 -1.503  0.266
H3 1.729 -2.097 0.313  0.269
H4 2.889 -1.520 1.540  0.318
H5 2.259 -0.391 0.262  0.323

Atomic forces in eV per Å
-1.3867 -1.9719 1.4255
0.0935 1.2536 -0.8726
4.3183 0.8843 -2.0055
0.7091 1.1571 -0.8194
-2.0971 0.3287 1.7522
0.5841 -1.6327 -0.4371
0.3082 0.0963 -0.5330
0.5816 0.5998 0.0590
-0.8399 -0.1092 0.3745
-1.3626 0.3354 -0.1934
-0.9085 -0.9414 1.2498

Computed properties:
Maximum force   4.84 eV/Å
Energy above the lowest of the compared OMol25 structures with the same formula, charge and spin   32.2 kcal per mole
Orbital gap   0.3400 hartree
LUMO   -4.73 eV
Net charge   +1
E_tot   -342.65613 Eh


Entry 10:
DFT (ωB97M-V/def2-TZVPD) results for C3H5O3Sm as an isolated structure at a distorted geometry.

Each line ends with the Mulliken charge.
Positions of all 12 atoms, in Å:
O1 -0.487 -0.581 -0.257  -0.197
C1 0.974 -0.783 -0.228  0.588
C2 -0.831 0.798 -0.089  -0.300
O2 1.521 -1.638 -0.872  -0.428
O3 1.484 0.429 -0.118  -0.341
C3 0.524 1.443 0.213  -0.340
H1 -1.546 0.965 0.724  0.291
H2 -1.289 1.124 -1.030  0.257
H3 0.649 1.706 1.270  0.280
H4 0.721 2.317 -0.416  0.248
H5 0.107 -2.823 0.850  -0.369
Sm1 -1.825 -2.958 -0.045  0.310

Atomic forces in eV per Å
0.8466 -1.0539 0.9080
-1.5215 0.3645 -4.8845
0.2924 -0.1629 -0.1609
-0.7966 0.3170 2.0925
0.6746 1.0782 1.4114
0.1168 0.0651 0.1162
0.1419 -0.3495 -0.1057
0.2072 0.1149 0.1728
-0.0952 -0.0180 -0.2226
0.0831 -0.2590 0.1826
-0.1963 -0.2909 0.5257
0.2470 0.1946 -0.0355

Computed properties:
Maximum force   5.13 eV/Å
Energy above the lowest of the compared OMol25 structures with the same formula, charge and spin   69.4 kcal per mole
Orbital gap (spin up / spin down)   0.1833 / 0.2742 hartree
Spin multiplicity   8
LUMO (spin up / spin down)   0.28 / 0.06 eV
E_tot   -1000.81040 Eh